--- w ---
The following is a DFT calculation (the ωB97M-V functional and the def2-TZVPD basis) of C3H3ClO2 in the gas phase.

Values from the calculation:
- SMILES string = CC(=O)C(=O)Cl
- charge = 0

Last column: natural (NBO) charge in e.
Positions of all 9 atoms, in Å:
Cl 2.09772 0.37341 -0.35810  -0.17
O 0.83817 -1.51714 -1.79233  -0.41
O -1.13025 0.23231 -1.39649  -0.45
C -0.42068 -0.01303 -0.45028  0.44
C 0.70993 -0.69380 -0.98487  0.54
C -0.50715 0.36208 0.99083  -0.72
H -0.18441 -0.59851 1.57930  0.25
H 0.21877 1.10981 1.28729  0.27
H -1.62210 0.74488 1.12465  0.26

--- x ---
The following is a DFT calculation (the ωB97M-V functional and the def2-TZVPD basis) of C3H3ClO2 in the gas phase.

Values from the calculation:
- charge = 0

Last column: natural (NBO) charge in e.
Positions of all 9 atoms, in Å:
Cl -0.69723 -0.19790 -2.17353  0.01
O 1.45406 0.05446 -0.26795  -0.44
O -0.60118 -0.93613 0.38148  -0.52
C -1.34710 -0.20922 -0.59456  0.06
C 0.59148 -0.36106 0.74348  0.28
C 0.73188 1.04516 0.29297  0.06
H 1.14985 -0.90305 1.49262  0.19
H -2.34655 -0.46894 -0.49799  0.18
H 1.06479 1.97668 0.62348  0.18

Tell me which of them is the least stable. Sure, it is x.

--- w ---
The following is a DFT calculation (the ωB97M-V functional and the def2-TZVPD basis) of an isolated ion of composition C3H6NO2 and charge +1.

Values from the calculation:
- SMILES string = CO[N+]1=C(O)C1
- charge = +1

Last column: natural (NBO) charge in e.
Positions of all 12 atoms, in Å:
O 2.73835 -0.47982 -0.14834  -0.56
O -0.61250 -0.95244 0.12369  -0.27
N 0.31941 -0.00063 0.18896  0.01
C 0.80372 1.34129 0.23312  -0.17
C -1.98240 -0.64416 -0.11432  -0.26
C 1.57201 0.09340 0.09902  0.64
H -2.07497 -0.23770 -1.15550  0.20
H -2.51432 -1.51811 -0.14694  0.24
H 0.57811 2.01146 -0.48613  0.22
H -2.40990 0.00868 0.54881  0.20
H 0.96041 1.83790 1.14360  0.21
H 2.62208 -1.45987 -0.28596  0.54

--- x ---
The following is a DFT calculation (the ωB97M-V functional and the def2-TZVPD basis) of an isolated ion of composition C3H6NO2 and charge +1.

Values from the calculation:
- SMILES string = C#[N+][C@@H](O)OC
- charge = +1

Last column: natural (NBO) charge in e.
Positions of all 12 atoms, in Å:
O -0.61476 0.07079 -0.63676  -0.48
O 0.71945 0.97691 1.25411  -0.77
N 1.61958 -0.37162 -0.50469  -0.21
C 0.40794 -0.28046 0.10680  0.48
C 2.72915 -0.50294 -0.68697  0.50
C -2.02207 -0.02924 -0.15005  -0.26
H 3.77067 -0.36655 -1.15766  0.34
H 0.04493 1.75898 1.07134  0.49
H -2.45343 0.88295 -0.48704  0.22
H -2.11651 -0.18751 0.98173  0.22
H 0.45127 -1.04253 0.86259  0.23
H -2.53620 -0.90879 -0.65341  0.23

--- y ---
The following is a DFT calculation (the ωB97M-V functional and the def2-TZVPD basis) of a 2-piece molecular cluster, C3H6NO2 overall.

Values from the calculation:
- charge = +1

Last column: natural (NBO) charge in e.
Positions of all 12 atoms, in Å:
O 1.31570 -0.21698 -1.24368  -0.27
O 2.58994 0.34547 0.74266  -0.38
N 0.39595 -0.21882 -0.16146  -0.09
C -0.74955 1.52396 0.04700  -0.16
C -0.46760 -1.37018 0.00502  -0.48
C 1.73260 0.00876 0.03118  0.90
H -1.34598 -1.06609 0.67570  0.25
H -0.08171 2.36348 -0.01066  0.23
H -1.52012 1.43415 -0.75291  0.25
H -0.97286 1.20312 1.05534  0.22
H -0.18301 -2.35256 0.59361  0.28
H -0.71336 -1.65430 -0.98180  0.26

Tell me which of them is the least stable. Sure, it is y.